(1)
A cluster of 8 separate species, C43H54ClF21N2O17S in total at a distorted geometry, computed with wB97M-V/def2-TZVPD.

Results
* DFT total energy: -6015.17581 Ha
* molar mass: 1337.4 u
* SMILES: CCOCc1ccc2nccnc2c1CCCCS(=O)(=O)Cl.CCOC(=O)C(F)(F)F.CCOC(=O)C(F)(F)F.CCOC(=O)C(F)(F)F.CCOC(=O)C(F)(F)F.CCOC(=O)C(F)(F)F.CCOC(=O)C(F)(F)F.CCOC(=O)C(F)(F)F

CARTESIAN COORDINATES (ANGSTROEM)
C 2.90709 -3.23355 -1.28572
C 1.58831 -2.72880 -1.86067
O 0.51335 -2.95288 -0.98448
C -0.69995 -2.64509 -1.62858
C -0.94274 -1.16101 -1.65075
C -0.11300 -0.37485 -0.84357
C -0.23879 0.94656 -0.80455
C -1.17519 1.60319 -1.58388
N -1.25108 2.96016 -1.50499
C -2.18579 3.45631 -2.25075
C -3.00542 2.71368 -3.08716
N -2.93426 1.42698 -3.17652
C -2.00177 0.84171 -2.38313
C -1.89052 -0.55581 -2.39935
C -2.84825 -1.30541 -3.28445
C -4.30962 -1.12938 -2.80836
C -5.13756 -2.42235 -2.81710
C -6.56691 -2.16340 -3.29890
S -7.49049 -0.87756 -2.46203
O -7.36256 0.33593 -3.18715
O -8.83979 -1.30110 -2.31493
Cl -6.74600 -0.60626 -0.57282
H 3.53116 -2.38887 -1.03997
H 3.41719 -3.82203 -2.03405
H 2.75265 -3.77678 -0.36999
H 1.72810 -1.66359 -2.03212
H 1.40155 -3.14937 -2.84573
H -0.66255 -3.06049 -2.63296
H -1.48154 -3.18645 -1.10911
H 0.63092 -0.84840 -0.24078
H 0.39158 1.53655 -0.16925
H -2.32501 4.52257 -2.22863
H -3.74712 3.21267 -3.68162
H -2.56924 -2.34216 -3.37373
H -2.74556 -0.83669 -4.25355
H -4.75861 -0.36586 -3.42158
H -4.27344 -0.74079 -1.80568
H -4.69947 -3.16347 -3.46883
H -5.20979 -2.77257 -1.80198
H -7.16126 -3.05662 -3.17335
H -6.58081 -1.86890 -4.33514
C 0.43677 -0.37303 5.93541
C 0.53330 0.40895 4.64199
O 1.66648 -0.02503 3.86489
C 1.45583 -1.07649 3.09116
O 0.42808 -1.66441 2.93805
C 2.75311 -1.43243 2.34955
F 3.80778 -1.40574 3.17346
F 2.97930 -0.55957 1.35245
F 2.67106 -2.63752 1.80210
H 1.37470 -0.28852 6.48579
H -0.37218 0.01484 6.55242
H 0.26105 -1.42563 5.75793
H 0.70348 1.46005 4.86349
H -0.37542 0.34083 4.04549
C 3.49656 4.26533 -0.54711
C 3.49658 3.28392 0.60361
O 3.20574 3.95202 1.84982
C 1.92750 4.15750 2.11217
O 0.99189 3.84042 1.43805
C 1.78930 4.84878 3.47841
F 2.67342 5.83984 3.61480
F 2.00292 3.97153 4.46883
F 0.57265 5.36152 3.63690
H 4.18954 5.08314 -0.34910
H 3.79264 3.76597 -1.46817
H 2.50809 4.70136 -0.69026
H 4.48323 2.84110 0.71876
H 2.79119 2.47097 0.43908
C 7.88369 -1.08006 -0.15843
C 8.39026 -0.00331 0.77546
O 9.05772 1.04853 0.04603
C 8.27770 1.96872 -0.48882
O 7.08453 2.01642 -0.43386
C 9.13887 3.03718 -1.18356
F 10.11850 2.48166 -1.90722
F 9.70231 3.84213 -0.27570
F 8.40285 3.78818 -1.99532
H 8.69697 -1.46375 -0.77455
H 7.45497 -1.90246 0.41233
H 7.11928 -0.68928 -0.82939
H 9.13786 -0.40729 1.45352
H 7.58755 0.41389 1.38092
C -1.91701 4.93280 1.49698
C -3.29737 5.08546 2.09283
O -3.77739 6.43818 1.95202
C -4.30899 6.74310 0.78163
O -4.42694 6.02005 -0.16331
C -4.81512 8.19628 0.80774
F -3.92342 9.01241 1.37697
F -5.95389 8.27130 1.50815
F -5.05302 8.63332 -0.42322
H -1.22735 5.65562 1.93347
H -1.53337 3.92934 1.67485
H -1.93530 5.10590 0.42225
H -3.27745 4.89005 3.16261
H -4.00549 4.38930 1.64579
C -10.20309 -2.09136 0.39477
C -9.79251 -2.73590 1.69814
O -10.59790 -3.90911 1.96783
C -10.24223 -5.02252 1.36449
O -9.32618 -5.17322 0.60711
C -11.16887 -6.16856 1.80721
F -12.44717 -5.78641 1.81582
F -10.84325 -6.56486 3.04438
F -11.04978 -7.21040 0.99158
H -11.27166 -1.87286 0.40126
H -9.65713 -1.16577 0.23222
H -10.00746 -2.75412 -0.44546
H -9.96691 -2.06242 2.53375
H -8.73379 -2.99177 1.70484
C -3.82145 -6.53581 3.52495
C -3.26601 -6.72814 4.91497
O -2.23187 -5.76622 5.20207
C -2.63826 -4.57509 5.59643
O -3.76871 -4.20205 5.72681
C -1.41155 -3.71655 5.93957
F -0.45685 -3.83442 5.01837
F -0.89353 -4.10877 7.11103
F -1.72371 -2.42539 6.05188
H -3.01830 -6.56793 2.78642
H -4.54483 -7.31900 3.30020
H -4.31619 -5.56817 3.43368
H -2.79317 -7.70279 5.00527
H -4.04506 -6.67153 5.66582
C 10.58781 2.97891 -5.06712
C 11.67340 2.43423 -5.96871
O 11.53871 1.00943 -6.14125
C 10.67046 0.61403 -7.05692
O 9.99128 1.31119 -7.74939
C 10.68163 -0.92234 -7.14685
F 10.68446 -1.48128 -5.93205
F 11.77723 -1.33508 -7.79612
F 9.61612 -1.36287 -7.80431
H 10.58057 2.44989 -4.12008
H 10.74649 4.03996 -4.87873
H 9.60442 2.85176 -5.51967
H 12.65202 2.58389 -5.51866
H 11.67936 2.93028 -6.93776

Atomic partial charges in e from the Mulliken method, atoms 1 to 4:
1. C -1.20
2. C -0.25
3. O -0.35
4. C -1.17

(2)
A structure of composition C43H55F4N3O2PPbS, computed with wB97M-V/def2-TZVPD.

Results
* DFT total energy: -3317.11551 Ha
* molar mass: 992.2 u
* total charge: +3
* energy above the lowest of the compared OMol25 structures with the same formula, charge and spin: 54.8 kcal per mole

CARTESIAN COORDINATES (ANGSTROEM)
Pb -0.52612 0.13973 -0.03302
C 1.21672 3.33070 3.05795
C 0.52902 2.09539 2.49812
N 0.04409 2.21449 1.08175
C 1.09825 2.76511 0.17966
C 2.35717 1.92682 0.13631
C -1.15798 3.08594 1.00018
C -2.46682 2.43658 1.42487
N -2.75060 1.16595 0.75080
C -3.44381 0.25426 1.40399
C -2.03584 -1.01728 2.97978
F -1.00672 -0.26129 3.49616
C -2.47399 -2.07565 3.95296
F -1.54248 -2.81115 4.52915
C -3.78825 -2.16430 4.06970
C -4.78601 -1.76817 1.70185
F -6.14896 -1.81363 1.51880
C -4.19731 -0.73489 0.78176
F -4.38046 -0.80523 -0.51202
H 1.39175 3.16669 4.12091
H 0.61664 4.23667 2.97289
H 2.18665 3.51604 2.59796
H -0.33773 1.83988 3.10071
H 1.20967 1.24228 2.53978
H 1.32952 3.78614 0.49252
H 0.64991 2.84791 -0.81694
H 2.92706 1.96753 1.06383
H 3.00888 2.29007 -0.65829
H 2.18055 0.86076 -0.05378
H -1.24623 3.45865 -0.02154
H -0.99609 3.96102 1.63298
H -3.26234 3.10537 1.07905
H -2.56303 2.38596 2.51246
H -4.31911 -2.86943 4.69294
C -4.24128 -3.15005 1.45981
C -4.43750 -1.19404 3.12071
C -3.32594 -0.16427 2.84306
N -1.50239 -1.48471 1.70055
C -1.85728 -2.54603 1.08369
C -2.96558 -3.48577 1.27665
H -4.99960 -3.92643 1.47436
H -5.35077 -0.73574 3.49805
H -3.29102 0.61909 3.59569
H -1.23173 -2.78200 0.22034
H -2.72022 -4.52511 1.08933
O 0.99787 -1.87622 0.04794
H 1.80853 -1.65875 0.62358
H 1.14497 -2.73750 -0.35645
C 1.57362 0.97830 -4.05892
C 0.72583 -0.25906 -4.36433
C 1.29001 -1.48353 -3.62792
C 0.69418 -0.54154 -5.87932
P -0.99239 -0.03320 -3.75516
C -2.01938 -1.45726 -4.07231
C -2.39958 -2.28057 -3.01095
C -3.21994 -3.37276 -3.23921
C -3.66391 -3.64737 -4.52570
C -3.29411 -2.82911 -5.58490
C -2.47554 -1.73270 -5.36599
C -1.89539 1.54996 -4.04722
C -1.32661 2.64844 -3.13976
C -3.36430 1.30640 -3.67346
C -1.77213 1.96473 -5.52341
H 2.60525 0.75946 -4.33925
H 1.57054 1.22577 -2.99336
H 1.26044 1.85164 -4.62988
H 2.24603 -1.74307 -4.08559
H 0.63773 -2.35399 -3.71714
H 1.46938 -1.27403 -2.57092
H 1.73252 -0.64058 -6.20396
H 0.24402 0.26480 -6.45545
H 0.19021 -1.47992 -6.10531
H -2.06350 -2.06553 -2.00168
H -3.51751 -4.01035 -2.41744
H -4.30274 -4.50145 -4.70568
H -3.64388 -3.04440 -6.58539
H -2.19874 -1.10323 -6.20139
H -1.45517 2.38885 -2.08361
H -1.89641 3.56271 -3.31475
H -0.27782 2.86794 -3.33339
H -3.47118 0.92714 -2.65355
H -3.85501 0.61248 -4.35358
H -3.88659 2.26270 -3.73066
H -0.75099 2.22290 -5.80040
H -2.38736 2.85682 -5.66170
H -2.15098 1.20268 -6.20372
O 2.95150 -1.00940 1.34488
S 4.24167 -1.33916 2.08895
C 3.80366 -1.47658 3.80432
C 4.76856 -1.94900 4.68533
C 4.43771 -2.09564 6.02325
C 3.15220 -1.79734 6.45858
C 2.19090 -1.35583 5.55971
C 2.51339 -1.19371 4.21959
C 5.14227 0.20211 2.06104
C 5.37573 0.99183 3.17730
C 6.09562 2.17151 3.02929
C 6.57593 2.54707 1.78396
C 6.34575 1.74293 0.67259
C 5.63326 0.56435 0.80892
H 5.76364 -2.19820 4.33564
H 5.17945 -2.45414 6.72357
H 2.89651 -1.92609 7.50156
H 1.18569 -1.14873 5.90288
H 1.77384 -0.87710 3.49564
H 5.00834 0.70088 4.15165
H 6.29081 2.78891 3.89572
H 7.15004 3.45796 1.67981
H 6.74737 2.02298 -0.29212
H 5.47352 -0.08112 -0.04713

Atomic partial charges in e from the Mulliken method, atoms 1 to 4:
1. Pb 1.58
2. C -1.55
3. C -0.37
4. N 0.89